Entry 1:
83
Properties=species:S:1:pos:R:3:lowdin_charge:R:1 method="wB97M-V/def2-TZVPD" charge=-1 energy_ev=-70271.23567 multiplicity=1 gap_ev=9.17
O 0.478 -2.931 0.807 0.15
C 0.611 -1.747 0.638 -0.38
O 0.060 -1.059 -0.339 0.20
B 0.312 0.399 -0.145 -0.89
O 0.781 0.468 1.301 0.21
C 1.028 -0.752 1.718 -0.40
O 1.547 -1.063 2.760 0.11
O -0.931 1.107 -0.400 0.23
C -0.674 2.116 -1.214 -0.35
O -1.451 2.951 -1.567 0.14
C 0.782 1.925 -1.753 -0.34
O 1.271 0.883 -1.094 0.25
O 1.320 2.591 -2.581 0.16
C 1.984 -3.926 3.730 -0.07
C 2.382 -4.946 2.777 -0.29
N 2.718 -5.735 2.015 0.13
H 2.815 -3.588 4.354 0.09
H 1.329 -4.382 4.477 0.08
H 1.533 -3.031 3.304 0.04
C 4.149 -2.690 0.869 -0.06
C 4.802 -1.766 -0.068 -0.27
N 5.204 -1.036 -0.856 0.14
H 4.799 -3.405 1.360 0.08
H 3.425 -3.234 0.257 0.08
H 3.542 -2.124 1.576 0.06
C 4.115 1.805 0.984 -0.07
C 5.200 2.555 0.367 -0.29
N 5.970 3.234 -0.138 0.12
H 3.554 1.302 0.198 0.06
H 3.497 2.497 1.554 0.08
H 4.496 1.060 1.682 0.08
C -1.063 5.435 -3.270 -0.07
C -0.621 6.283 -2.147 -0.28
N -0.292 6.956 -1.280 0.11
H -1.028 6.024 -4.186 0.08
H -2.115 5.184 -3.145 0.07
H -0.456 4.538 -3.332 0.06
C -3.928 2.087 -3.345 -0.07
C -5.141 2.835 -3.671 -0.28
N -6.060 3.458 -3.965 0.11
H -2.979 2.578 -3.528 0.07
H -4.045 1.217 -3.994 0.08
H -4.011 1.877 -2.281 0.05
C -3.755 -0.309 -0.455 -0.04
C -4.638 -0.695 -1.573 -0.29
N -5.344 -0.970 -2.432 0.14
H -4.263 -0.761 0.400 0.09
H -3.783 0.770 -0.330 0.08
H -2.780 -0.754 -0.627 0.06
C 3.131 3.305 -5.029 -0.07
C 3.242 4.577 -5.734 -0.29
N 3.384 5.595 -6.243 0.11
H 3.769 2.558 -5.494 0.08
H 2.127 2.905 -4.930 0.06
H 3.451 3.589 -4.023 0.08
C 0.731 2.092 5.263 -0.06
C 0.939 1.959 6.632 -0.07
C 0.387 0.859 7.255 -0.01
C -0.357 -0.043 6.513 -0.15
C -0.465 0.057 5.131 0.00
C 0.062 1.153 4.488 -0.06
N -1.034 -1.147 7.185 -0.34
O -1.787 -1.865 6.543 0.07
O -0.823 -1.307 8.388 0.05
H 1.212 2.951 4.804 0.11
H 1.633 2.591 7.167 0.11
H 0.543 0.693 8.313 0.12
H -0.954 -0.668 4.495 0.12
H 0.012 1.348 3.429 0.10
C -2.892 -5.431 -1.733 -0.08
C -3.243 -5.332 -3.077 -0.06
C -2.826 -4.210 -3.776 -0.01
C -2.216 -3.129 -3.137 -0.14
C -1.825 -3.301 -1.807 0.00
C -2.175 -4.439 -1.081 -0.05
N -1.945 -1.866 -3.817 -0.35
O -2.132 -1.883 -5.016 0.08
O -1.476 -0.951 -3.179 0.09
H -3.060 -6.338 -1.162 0.10
H -3.808 -6.113 -3.560 0.10
H -2.919 -4.198 -4.854 0.12
H -1.175 -2.598 -1.299 0.09
H -1.856 -4.641 -0.070 0.11



Entry 2:
193
Properties=species:S:1:pos:R:3:lowdin_charge:R:1 method="wB97M-V/def2-TZVPD" charge=+1 energy_ev=-182257.48895 multiplicity=1 gap_ev=5.85
C -2.239 0.010 -1.802 0.03
C -1.813 1.002 -2.868 -0.31
O -2.042 2.229 -2.782 0.13
N -1.120 0.403 -4.090 0.10
H -0.218 0.055 -3.795 0.19
H -1.666 -0.381 -4.416 0.18
C -0.860 1.415 -5.179 0.03
H -1.365 -0.262 -1.210 0.11
H -2.813 -0.827 -2.200 0.11
H -2.945 0.449 -1.098 0.10
H -1.806 1.835 -5.522 0.11
H -0.298 0.872 -5.939 0.11
H -0.288 2.194 -4.674 0.11
C 7.236 -5.770 -10.818 0.00
N 5.770 -5.336 -10.992 -0.28
C 5.630 -5.127 -12.530 0.02
C 4.787 -6.425 -10.405 0.05
C 5.727 -3.962 -10.181 -0.09
C 4.396 -3.403 -9.917 -0.26
O 3.677 -3.098 -11.093 -0.03
H 7.407 -6.099 -9.793 0.11
H 7.893 -4.983 -11.188 0.11
H 7.243 -6.704 -11.379 0.10
H 6.388 -4.453 -12.929 0.11
H 4.617 -4.743 -12.651 0.09
H 5.687 -6.070 -13.073 0.10
H 5.176 -6.590 -9.401 0.10
H 4.877 -7.437 -10.798 0.10
H 3.735 -6.138 -10.405 0.10
H 6.276 -3.200 -10.735 0.14
H 6.445 -4.001 -9.363 0.14
H 4.524 -2.562 -9.235 0.14
H 3.819 -4.038 -9.243 0.13
H 2.917 -3.679 -11.176 0.10
C 1.516 1.903 4.287 0.02
N 1.249 3.362 4.672 -0.30
C 2.532 4.195 4.254 0.07
C 0.049 3.862 3.834 0.01
C 0.767 3.395 6.117 -0.11
C 1.893 3.472 7.161 -0.22
O 2.733 2.306 7.198 -0.04
H 2.296 1.545 4.959 0.10
H 1.757 1.804 3.229 0.11
H 0.629 1.300 4.482 0.11
H 2.310 5.260 4.323 0.10
H 2.667 3.898 3.214 0.11
H 3.341 3.931 4.934 0.09
H -0.187 4.896 4.083 0.10
H -0.827 3.244 4.032 0.11
H 0.161 3.739 2.756 0.11
H 0.149 2.545 6.404 0.15
H 0.061 4.219 6.220 0.13
H 1.463 3.733 8.128 0.13
H 2.393 4.405 6.900 0.11
H 3.611 2.556 6.901 0.09
C -1.073 -7.789 1.772 -0.08
C -0.565 -8.518 3.107 -0.23
C -0.098 -9.970 2.877 -0.24
C 1.245 -10.010 2.018 -0.24
P 2.001 -11.557 2.351 0.99
C 2.487 -11.865 4.023 -0.27
C 3.155 -10.714 4.792 -0.26
C 4.181 -11.158 5.847 -0.21
C 3.504 -12.043 6.999 -0.09
C 0.848 -12.901 1.746 -0.23
C 0.193 -12.610 0.382 -0.24
C -0.136 -13.914 -0.339 -0.30
C -0.780 -13.742 -1.657 -0.12
C 3.442 -11.731 1.231 -0.24
C 4.308 -13.025 1.235 -0.24
C 5.779 -12.710 0.976 -0.26
C 6.491 -11.992 2.154 -0.08
H -1.778 -8.421 1.231 0.07
H -0.273 -7.312 1.207 0.07
H -1.635 -6.883 1.996 0.07
H -1.421 -8.585 3.778 0.10
H 0.210 -7.915 3.581 0.10
H -0.923 -10.513 2.416 0.10
H -0.205 -10.438 3.855 0.10
H 1.918 -9.236 2.386 0.10
H 1.013 -9.852 0.965 0.12
H 3.215 -12.675 4.069 0.10
H 1.622 -12.099 4.645 0.11
H 2.348 -10.097 5.185 0.11
H 3.544 -9.901 4.179 0.10
H 4.709 -10.279 6.217 0.11
H 4.966 -11.826 5.491 0.09
H 2.515 -11.675 7.273 0.07
H 4.075 -12.163 7.920 0.07
H 3.469 -13.099 6.733 0.06
H 0.023 -13.073 2.438 0.10
H 1.530 -13.750 1.788 0.09
H 0.829 -12.180 -0.392 0.11
H -0.689 -11.997 0.571 0.12
H -0.859 -14.356 0.347 0.11
H 0.684 -14.612 -0.508 0.12
H -1.506 -12.930 -1.621 0.08
H -1.278 -14.620 -2.070 0.09
H -0.056 -13.312 -2.350 0.08
H 4.111 -10.909 1.486 0.09
H 3.072 -11.468 0.241 0.10
H 4.019 -13.825 0.553 0.11
H 4.246 -13.514 2.208 0.09
H 5.893 -12.317 -0.034 0.11
H 6.277 -13.661 0.788 0.10
H 6.535 -12.696 2.985 0.07
H 5.971 -11.080 2.447 0.06
H 7.509 -11.730 1.866 0.08
C -2.641 18.147 2.898 -0.08
C -2.063 16.746 2.435 -0.23
C -3.223 15.716 2.480 -0.26
C -2.759 14.316 2.002 -0.25
P -4.064 13.072 1.683 1.04
C -5.170 13.004 3.184 -0.25
C -5.749 11.629 3.602 -0.24
C -6.367 11.664 4.995 -0.29
C -6.950 10.353 5.480 -0.10
C -5.113 13.644 0.363 -0.29
C -6.329 12.760 -0.043 -0.22
C -7.130 13.466 -1.120 -0.29
C -8.135 12.571 -1.725 -0.11
C -3.465 11.377 1.205 -0.26
C -2.544 11.268 -0.001 -0.28
C -2.081 9.905 -0.287 -0.27
C -0.969 9.991 -1.294 -0.12
H -2.031 18.588 3.686 0.07
H -3.615 18.118 3.387 0.07
H -2.731 18.748 1.993 0.07
H -1.282 16.356 3.087 0.10
H -1.581 16.689 1.459 0.10
H -4.099 16.042 1.919 0.10
H -3.630 15.807 3.487 0.11
H -2.049 13.923 2.729 0.11
H -2.293 14.411 1.021 0.09
H -6.032 13.642 2.985 0.10
H -4.647 13.490 4.008 0.09
H -4.906 10.938 3.616 0.10
H -6.431 11.322 2.809 0.11
H -7.159 12.395 5.155 0.11
H -5.588 11.961 5.698 0.11
H -7.498 10.345 6.423 0.08
H -6.098 9.677 5.408 0.08
H -7.699 10.131 4.720 0.08
H -4.390 13.703 -0.450 0.10
H -5.367 14.677 0.598 0.10
H -6.861 12.446 0.855 0.11
H -5.940 11.886 -0.565 0.11
H -6.466 13.863 -1.888 0.12
H -7.605 14.345 -0.684 0.12
H -7.803 11.536 -1.807 0.08
H -8.370 12.850 -2.752 0.08
H -9.037 12.586 -1.113 0.09
H -4.215 10.588 1.261 0.11
H -2.902 11.161 2.113 0.09
H -1.737 11.997 0.078 0.12
H -3.210 11.671 -0.764 0.11
H -2.855 9.268 -0.715 0.13
H -1.649 9.483 0.620 0.12
H -0.139 10.670 -1.095 0.08
H -1.261 10.379 -2.270 0.08
H -0.587 9.009 -1.575 0.08
C -6.041 2.538 6.600 -0.66
F -5.724 2.170 7.861 0.08
F -7.299 2.918 6.548 0.13
F -5.244 3.604 6.326 0.08
S -5.860 1.018 5.452 0.47
O -6.958 0.148 5.828 -0.33
O -6.166 1.712 4.175 -0.40
O -4.497 0.484 5.466 -0.37
C 4.182 -5.099 -3.178 -0.67
F 3.240 -5.299 -4.078 0.12
F 4.445 -6.259 -2.544 0.09
F 5.358 -4.826 -3.765 0.10
S 3.653 -3.738 -1.962 0.44
O 4.916 -3.213 -1.442 -0.36
O 2.988 -2.697 -2.713 -0.36
O 2.853 -4.398 -0.937 -0.36
C 5.712 3.364 -4.295 -0.64
F 6.961 3.773 -4.556 0.11
F 4.933 4.141 -5.071 0.09
F 5.547 2.133 -4.763 0.11
S 5.226 3.441 -2.401 0.45
O 3.842 3.207 -2.319 -0.35
O 6.033 2.381 -1.707 -0.38
O 5.563 4.802 -1.949 -0.38
C -2.796 -7.551 -4.766 -0.67
F -2.590 -7.890 -3.475 0.09
F -1.626 -7.324 -5.228 0.15
F -3.283 -8.617 -5.439 0.09
S -3.993 -5.946 -4.909 0.58
O -4.862 -6.092 -6.161 -0.41
O -4.898 -5.928 -3.678 -0.42
O -3.074 -4.790 -4.816 -0.41



Entry 3:
90
Properties=species:S:1:pos:R:3:lowdin_charge:R:1 method="wB97M-V/def2-TZVPD" energy_ev=-63712.98100 multiplicity=1 gap_ev=6.28
Be 0.218 -0.960 0.439 0.13
C 2.740 -3.510 -4.574 -0.08
C 3.688 -2.737 -4.036 -0.14
C 4.645 -1.907 -4.845 -0.18
C 4.012 -1.121 -6.035 -0.18
C 2.578 -0.694 -5.899 -0.11
C 1.540 -1.429 -6.332 -0.10
C 1.627 -2.845 -6.820 -0.18
C 2.643 -3.728 -6.058 -0.19
C -0.898 0.164 -0.183 -0.25
H 2.052 -4.097 -3.961 0.10
H 3.874 -2.734 -2.961 0.07
H 5.443 -2.515 -5.304 0.12
H 5.147 -1.194 -4.174 0.10
H 4.616 -0.202 -6.143 0.11
H 4.158 -1.707 -6.967 0.11
H 2.440 0.339 -5.568 0.09
H 0.541 -1.010 -6.478 0.07
H 1.896 -2.904 -7.894 0.12
H 0.610 -3.268 -6.736 0.11
H 2.316 -4.766 -6.243 0.11
H 3.636 -3.596 -6.534 0.10
H -1.705 0.321 0.542 0.01
H -1.379 -0.053 -1.140 -0.08
H -0.335 1.099 -0.243 -0.03
P 1.921 -1.363 -0.751 1.08
P -0.159 1.106 -2.627 1.01
C 2.184 -0.528 -2.302 -0.25
C 1.429 0.405 -2.967 -0.28
C 3.424 -1.223 0.282 -0.34
C 4.689 -1.357 -0.309 -0.10
C 5.841 -1.296 0.481 -0.07
C 5.726 -1.063 1.858 -0.07
C 4.467 -0.874 2.456 -0.06
C 3.317 -0.951 1.668 -0.07
C 1.640 -3.161 -1.118 -0.36
C 0.443 -3.505 -1.790 -0.11
C 0.097 -4.845 -1.951 -0.09
C 0.956 -5.844 -1.486 -0.08
C 2.139 -5.513 -0.821 -0.07
C 2.486 -4.174 -0.644 -0.10
C -0.001 2.897 -2.744 -0.35
C 0.993 3.551 -1.973 -0.10
C 1.092 4.947 -2.016 -0.09
C 0.247 5.672 -2.875 -0.10
C -0.671 5.018 -3.705 -0.09
C -0.786 3.627 -3.656 -0.09
C -1.523 0.538 -3.677 -0.35
C -2.837 0.350 -3.178 -0.08
C -3.764 -0.372 -3.933 -0.08
C -3.409 -0.863 -5.197 -0.09
C -2.155 -0.567 -5.748 -0.08
C -1.220 0.159 -4.996 -0.10
H 3.100 -0.868 -2.805 0.04
H 1.870 0.918 -3.839 0.05
H 4.770 -1.484 -1.389 0.09
H 6.822 -1.430 0.018 0.11
H 6.616 -1.019 2.482 0.10
H 4.368 -0.668 3.532 0.12
H 2.328 -0.791 2.115 0.09
H -0.221 -2.703 -2.162 0.12
H -0.840 -5.093 -2.461 0.11
H 0.697 -6.882 -1.643 0.10
H 2.804 -6.297 -0.448 0.11
H 3.406 -3.915 -0.102 0.11
H 1.659 2.962 -1.329 0.10
H 1.826 5.455 -1.379 0.10
H 0.338 6.755 -2.923 0.10
H -1.303 5.579 -4.397 0.10
H -1.485 3.097 -4.303 0.10
H -3.117 0.718 -2.191 0.11
H -4.763 -0.562 -3.522 0.11
H -4.114 -1.473 -5.765 0.10
H -1.889 -0.904 -6.758 0.10
H -0.231 0.399 -5.388 0.08
C -0.511 1.259 2.850 -0.07
C -0.413 -0.203 3.017 -0.36
C -0.658 -0.883 4.208 -0.08
C -0.432 -2.258 3.986 -0.07
C -0.065 -2.400 2.643 -0.37
C 0.371 -3.588 1.911 -0.05
N -0.025 -1.149 2.070 -0.03
H 0.421 1.699 2.457 0.08
H -0.686 1.711 3.843 0.08
H -1.356 1.576 2.214 0.07
H -0.933 -0.388 5.130 0.09
H -0.483 -3.045 4.707 0.08
H 0.156 -4.499 2.470 0.09
H -0.098 -3.673 0.919 0.07
H 1.460 -3.554 1.752 0.07